8
Properties=species:S:1:pos:R:3:forces:R:3:lowdin_charge:R:1 method="wB97M-V/def2-TZVPD" gap_ha="0.280 / 0.304" total_charge=0 de_lowest_kcal_mol=167.2 e_homo_ev="-10.8 / -10.9"
C 1.48612 -1.44447 0.03726 4.102 -1.522 -1.776 -0.306
C 2.73679 0.84161 -0.04999 2.444 -1.160 0.309 -0.484
N 2.64664 -1.76649 0.01427 -1.619 -0.618 0.245 0.237
N 1.72542 1.34831 0.27278 -2.246 1.262 0.081 0.213
N 0.45364 -0.79235 0.15792 -3.903 1.973 1.923 0.042
O -0.56350 -0.66593 -0.72546 2.268 -0.874 -1.415 0.064
O 3.72856 0.18535 -0.20537 -0.448 0.524 -0.474 0.122
H -1.37884 -0.68511 -0.24366 -0.598 0.416 1.107 0.113